[1]
Entry from the Open Molecules 2025 dataset: a 6-piece molecular cluster, C42H30F3NO27S overall in a non-equilibrium geometry (the ωB97M-V functional and the def2-TZVPD basis).

Atoms and positions in Å:
C -0.733393 -1.061064 -2.630955
C -0.051343 -1.840796 -1.440252
O 1.367302 -1.482520 -1.288062
C 1.598560 -1.574660 0.089873
C 1.721373 -0.496094 0.916307
N 1.653140 0.849627 0.364941
C 0.745580 1.523465 0.902581
O 0.183912 2.335747 1.510548
C 1.936272 -0.811676 2.454460
O 2.663711 -0.170073 3.154753
C 1.134124 -2.090109 2.965271
S 0.408981 -1.962536 4.638770
C -1.245296 -2.724150 4.807289
O 1.329442 -2.576710 5.613608
O 0.274289 -0.536172 5.004627
C 1.039293 -3.188151 2.138864
C 0.296972 -4.487323 2.601230
O 0.491853 -5.508557 1.594628
C -0.285536 -6.616188 1.846214
F -1.636162 -6.361367 1.892952
F 0.117939 -7.270011 3.001974
F -0.091966 -7.519250 0.821519
C 1.726357 -3.007142 0.720297
O 2.346892 -3.864115 0.145919
H -1.845562 -1.241475 -2.591096
H -0.296501 -1.339199 -3.627398
H -0.549858 0.039322 -2.430386
H -0.184785 -2.954251 -1.523885
H -0.562508 -1.471621 -0.493838
H -1.835277 -2.800430 3.854207
H -1.797264 -2.211970 5.644214
H -1.073953 -3.787629 5.163725
H 0.651707 -4.834141 3.622249
H -0.799619 -4.244140 2.720265
C 1.952838 -8.462530 -2.720281
C 2.330908 -7.555554 -1.813192
C 3.708829 -7.561118 -1.232640
O 4.020420 -6.708219 -0.423729
C 4.632197 -8.610809 -1.666680
C 4.251786 -9.518117 -2.570488
C 2.884005 -9.495896 -3.170462
O 2.584197 -10.331264 -4.005077
O 5.086012 -10.495659 -2.982771
O 1.487138 -6.597064 -1.383734
H 0.960234 -8.468451 -3.149501
H 5.620046 -8.615129 -1.226770
H 4.576450 -11.015580 -3.634101
H 1.996944 -6.068592 -0.734987
C -4.544057 -0.386937 5.036093
C -5.483160 0.131146 5.835121
C -6.938663 -0.079085 5.566324
O -7.760783 0.393223 6.327960
C -7.313296 -0.850165 4.380331
C -6.374392 -1.364257 3.581014
C -4.919881 -1.176918 3.865524
O -4.094604 -1.678956 3.119820
O -6.697974 -2.076256 2.481128
O -5.160181 0.863699 6.916908
H -3.487489 -0.243557 5.220629
H -8.369145 -0.980554 4.186656
H -5.847371 -2.335887 2.078206
H -6.011235 1.118588 7.324046
C 0.360113 6.194178 -2.309401
C -0.006442 4.935609 -2.056089
C 0.758297 3.776155 -2.603162
O 0.399971 2.641676 -2.331506
C 1.913037 4.053312 -3.454429
C 2.278294 5.313213 -3.711663
C 1.529336 6.473767 -3.141411
O 1.906050 7.605171 -3.385499
O 3.337694 5.593129 -4.495646
O -1.085137 4.657359 -1.292124
H -0.184019 7.042331 -1.917341
H 2.447160 3.204064 -3.858452
H 3.391676 6.568501 -4.522917
H -1.137213 3.683274 -1.257698
C -1.684108 5.876440 -6.924661
C -1.671274 5.377217 -8.164413
C -1.496129 3.914995 -8.414833
O -1.509201 3.498954 -9.558381
C -1.310062 3.038082 -7.258927
C -1.319443 3.536857 -6.019221
C -1.521585 4.997461 -5.767315
O -1.542265 5.417030 -4.621608
O -1.148079 2.743096 -4.942692
O -1.816750 6.170201 -9.244525
H -1.812098 6.932737 -6.730749
H -1.167151 1.984139 -7.454318
H -1.198023 3.335550 -4.169364
H -1.773606 5.571787 -10.015633
C 1.300855 6.598337 3.525718
C 1.220889 5.397853 2.942020
C 2.298877 4.370292 3.124143
O 2.187540 3.281219 2.594653
C 3.458979 4.731137 3.940518
C 3.535738 5.932876 4.518709
C 2.450396 6.946051 4.360045
O 2.552577 8.023175 4.919824
O 4.597681 6.285822 5.272951
O 0.163033 5.066669 2.166118
H 0.531171 7.348521 3.405678
H 4.237603 3.988680 4.050094
H 4.411717 7.195873 5.575241
H 0.325454 4.152469 1.857503

Atoms 1-3, force components in eV/Å:
0.706 0.270 0.751
-1.244 0.606 -0.162
-0.667 -0.518 1.933

The SMILES is CCOC1=C(N=C=O)C(=O)C(S(C)(=O)=O)=C(COC(F)(F)F)C1=O.O=C1C=C(O)C(=O)C=C1O.O=C1C=C(O)C(=O)C=C1O.O=C1C=C(O)C(=O)C=C1O.O=C1C=C(O)C(=O)C=C1O.O=C1C=C(O)C(=O)C=C1O. The highest occupied orbital energy comes out at -9.58 eV.

Results of the Mulliken charge analysis, in e, for atoms 1 through 99:
1. C -0.883
2. C -0.199
3. O -0.529
4. C 0.620
5. C 0.057
6. N -0.294
7. C 0.742
8. O -0.648
9. C -0.138
10. O -0.488
11. C -0.019
12. S 1.653
13. C -0.895
14. O -0.714
15. O -0.693
16. C 1.111
17. C -0.975
18. O -0.234
19. C 0.900
20. F -0.255
21. F -0.270
22. F -0.212
23. C -0.255
24. O -0.527
25. H 0.350
26. H 0.319
27. H 0.003
28. H 0.278
29. H 0.257
30. H 0.181
31. H 0.423
32. H 0.366
33. H 0.484
34. H 0.306
35. C -0.759
36. C 0.192
37. C 1.068
38. O -0.559
39. C -1.033
40. C 0.322
41. C 0.989
42. O -0.613
43. O -0.568
44. O -0.425
45. H 0.440
46. H 0.425
47. H 0.349
48. H 0.198
49. C -0.954
50. C 0.374
51. C 0.840
52. O -0.599
53. C -0.890
54. C 0.372
55. C 0.930
56. O -0.611
57. O -0.575
58. O -0.559
59. H 0.575
60. H 0.422
61. H 0.331
62. H 0.352
63. C -0.737
64. C 0.628
65. C 0.600
66. O -0.432
67. C -1.256
68. C 0.462
69. C 1.035
70. O -0.637
71. O -0.588
72. O -0.682
73. H 0.462
74. H 0.500
75. H 0.347
76. H 0.310
77. C -1.003
78. C 0.362
79. C 0.948
80. O -0.602
81. C -0.834
82. C 0.324
83. C 0.960
84. O -0.561
85. O -0.544
86. O -0.567
87. H 0.445
88. H 0.454
89. H 0.243
90. H 0.349
91. C -0.695
92. C 0.301
93. C 0.728
94. O -0.321
95. C -1.120
96. C 0.386
97. C 0.972
98. O -0.616
99. O -0.572

---

[2]
Entry from the Open Molecules 2025 dataset: C16H19Br2N5O in the gas phase in a non-equilibrium geometry (the ωB97M-V functional and the def2-TZVPD basis).

Atoms and positions in Å:
N 4.155084 1.558859 3.204661
Br 5.704580 -4.069693 0.542720
Br 6.302044 -1.231047 2.355025
C 3.965499 0.610422 2.538287
N 1.340545 0.163038 1.271298
O -2.922136 2.326315 0.468300
C 0.398257 -0.310701 0.510172
C 3.099323 -2.779674 0.079356
C 4.410600 -2.665135 0.680999
C 4.681454 -1.519111 1.496427
C 3.677515 -0.553921 1.736440
C 2.410124 -0.697234 1.152762
C 2.120604 -1.781543 0.339758
N -3.278572 4.295522 -1.601698
N -0.767710 0.428684 0.305020
N 0.824292 -1.541596 -0.047534
C -1.317190 -2.759800 -0.412826
C -0.123725 -1.668155 -2.300082
C -3.069332 1.035984 1.131261
C -1.729833 0.400073 1.429316
C -1.936817 3.820037 -1.239740
C -0.659678 1.744070 -0.390194
C -2.045351 2.361706 -0.698661
C 0.062403 -2.398684 -0.977820
H 2.909151 -3.619515 -0.570715
H -3.924876 3.959048 -0.900792
H -3.345188 5.303570 -1.625039
H -1.237176 -3.415813 0.459465
H -1.851229 -1.867274 -0.134419
H -1.907637 -3.321434 -1.117431
H -0.669853 -2.287693 -3.031102
H 0.843996 -1.405410 -2.756374
H -0.674292 -0.708129 -2.173221
H -3.651674 0.345812 0.513923
H -3.633308 1.224913 2.022169
H -1.295096 0.957172 2.242876
H -1.916344 -0.635204 1.782620
H -1.517511 4.475663 -0.484270
H -1.279789 3.848561 -2.110980
H -0.112668 2.403745 0.239406
H -0.087437 1.629589 -1.320954
H -2.529111 1.737820 -1.470083
H 0.578062 -3.393836 -1.138324

Atoms 1-3, force components in eV/Å:
-0.448 -2.407 -1.738
-0.700 0.605 -0.203
0.618 -0.222 0.062

The SMILES is CC(C)n1c(N2CCO[C@@H](CN)C2)nc2c(C#N)c(Br)c(Br)cc21. The highest occupied orbital energy comes out at -8.92 eV.

For reference, the Mulliken charges in units of e are:
1. N -0.533
2. Br -0.163
3. Br -0.140
4. C -0.383
5. N -0.840
6. O -0.416
7. C -0.379
8. C -1.099
9. C -0.233
10. C 0.305
11. C 0.504
12. C 0.609
13. C 0.756
14. N -0.666
15. N 1.037
16. N 0.458
17. C -1.406
18. C -1.161
19. C -0.700
20. C -0.705
21. C -0.618
22. C -1.133
23. C 0.332
24. C 0.266
25. H 0.435
26. H 0.264
27. H 0.236
28. H 0.336
29. H 0.187
30. H 0.471
31. H 0.432
32. H 0.317
33. H 0.092
34. H 0.284
35. H 0.366
36. H 0.418
37. H 0.413
38. H 0.349
39. H 0.302
40. H 0.498
41. H 0.428
42. H 0.208
43. H 0.273

---

[3]
Entry from the Open Molecules 2025 dataset: a 7-piece molecular cluster, C61H80BBr2ClN11O16 overall in a non-equilibrium geometry (the ωB97M-V functional and the def2-TZVPD basis).

Atoms and positions in Å:
C -1.478461 5.282390 1.654146
C -2.381766 4.886868 0.476580
C -3.351916 3.778241 0.889890
C -4.397761 3.555937 -0.200081
C -5.519398 2.574110 0.164102
C -5.048976 1.327452 0.926828
C -5.543613 1.244034 2.375098
C -5.419986 -0.215247 2.877265
C -4.270919 -0.436975 3.878590
C -3.498054 -1.748716 3.561234
C -2.141157 -1.397274 2.955318
O -1.221032 -1.401395 4.046866
C 0.021043 -0.823751 3.759550
Cl -0.068192 0.927413 3.536546
N 0.843924 -1.082567 4.940337
C 0.220852 -0.959620 5.996697
O -0.342533 -0.967197 7.049450
C 0.637183 -1.700952 2.582080
Br 0.519788 -3.544093 3.437731
C 2.154489 -1.694769 2.330726
Br 3.120211 -0.033339 2.836281
C 2.569449 -2.263824 0.949113
C 3.992412 -1.897167 0.529490
N -0.223813 -1.673552 1.389757
C -0.280480 -0.390050 0.608868
C 0.940494 0.479886 0.361393
N 0.500443 1.386142 -0.744297
C -1.665479 -2.130998 1.679445
C -2.659497 -1.673172 0.582658
C -2.515040 -2.285751 -0.805130
O -1.193266 -2.578397 -1.235234
C -3.179452 -1.284179 -1.852725
N -2.263105 -0.509783 -2.639216
B -1.893748 -3.722000 1.583661
O -1.089462 -4.526035 0.769496
N -2.933946 -4.421042 2.337491
C -2.384693 -5.503539 3.154023
C -4.007032 -4.928328 1.446653
H -1.242141 4.402334 2.243486
H -1.979384 6.040909 2.244854
H -0.572019 5.729049 1.267633
H -2.896942 5.730327 0.032091
H -1.734832 4.451413 -0.282142
H -3.835201 3.976970 1.844489
H -2.740504 2.884070 0.997217
H -3.913910 3.265296 -1.127500
H -4.856885 4.518366 -0.410729
H -5.948999 2.239270 -0.775744
H -6.334967 3.058597 0.687213
H -5.374544 0.457848 0.362929
H -3.961294 1.260190 0.952080
H -6.600016 1.482894 2.339761
H -5.012332 1.940062 3.008083
H -6.350835 -0.485282 3.362355
H -5.357977 -0.855907 2.003373
H -3.599082 0.415190 3.940441
H -4.727771 -0.543003 4.853828
H -4.141035 -2.356645 2.947044
H -3.357505 -2.255552 4.506590
H -2.253403 -0.350833 2.659614
H 2.681802 -2.340805 2.996259
H 1.885396 -2.004920 0.145592
H 2.569628 -3.345426 1.057559
H 4.239786 -2.539493 -0.303504
H 4.015103 -0.884575 0.148910
H 4.682093 -2.071468 1.342699
H 0.106285 -2.373439 0.714184
H -0.623625 -0.572090 -0.397648
H -0.997344 0.273211 1.068129
H 1.826320 -0.007420 -0.021252
H 1.200063 1.140195 1.173141
H -0.285974 1.942172 -0.426979
H 1.275775 2.017864 -0.887710
H -2.831871 -0.604054 0.569312
H -3.616054 -2.043024 0.947525
H -3.122634 -3.177823 -0.907027
H -1.183593 -3.485816 -1.538969
H -3.790574 -1.865521 -2.533534
H -3.876042 -0.635667 -1.328601
H -1.825859 -1.043270 -3.369400
H -1.590902 0.003195 -2.091760
H -0.193551 -4.526642 1.131511
H -1.748724 -5.150231 3.955380
H -3.219777 -6.005448 3.630547
H -1.848195 -6.268909 2.587235
H -4.932809 -4.413417 1.692331
H -4.189689 -5.970427 1.674229
H -3.768330 -4.867475 0.388764
C -5.723679 9.871466 2.644490
C -4.582706 9.324084 3.215491
C -3.508640 8.969989 2.416078
C -3.592713 9.174061 1.051127
C -4.723643 9.711880 0.465964
C -5.795024 10.061234 1.271202
N -2.446316 8.820742 0.201645
O -1.474857 8.329082 0.741071
O -2.536760 9.038850 -0.987205
H -6.559124 10.152478 3.271873
H -4.529018 9.176537 4.285140
H -2.620420 8.545273 2.859852
H -4.777422 9.862358 -0.601934
H -6.685050 10.485472 0.828069
C 10.453372 -1.277180 -1.656353
C 9.475059 -0.604481 -2.374880
C 8.178910 -1.088075 -2.398526
C 7.881490 -2.242777 -1.696092
C 8.847366 -2.928449 -0.981932
C 10.141231 -2.438056 -0.965458
N 6.504524 -2.746547 -1.701217
O 5.676703 -2.137259 -2.350104
O 6.262740 -3.744807 -1.050146
H 11.465341 -0.894028 -1.636126
H 9.723053 0.297985 -2.915330
H 7.417184 -0.566082 -2.957853
H 8.604185 -3.831774 -0.443165
H 10.908144 -2.960543 -0.411640
C -0.758729 -1.429487 -6.302187
C -1.529002 -1.586425 -7.446361
C -1.740334 -0.509750 -8.291555
C -1.170539 0.710496 -7.978242
C -0.406327 0.885596 -6.840541
C -0.201859 -0.194225 -5.998094
N -1.378958 1.848573 -8.885960
O -2.078553 1.660592 -9.859649
O -0.848559 2.901182 -8.603579
H -0.590516 -2.274289 -5.645572
H -1.962945 -2.548305 -7.681770
H -2.340245 -0.629564 -9.181731
H 0.028062 1.846007 -6.606286
H 0.395563 -0.073972 -5.104285
C -5.001807 1.576334 -8.539501
C -5.451128 0.607255 -7.652631
C -6.710070 0.052282 -7.810439
C -7.501541 0.475597 -8.860942
C -7.071760 1.444124 -9.749190
C -5.812004 1.997085 -9.584099
N -8.829927 -0.128978 -9.043401
O -9.183935 -0.962326 -8.234208
O -9.490173 0.238466 -9.990791
H -4.018587 2.003095 -8.416494
H -4.817089 0.281997 -6.838231
H -7.061025 -0.701285 -7.121410
H -7.702565 1.768306 -10.563329
H -5.460061 2.753087 -10.271917
C 0.233719 -3.522996 10.211635
C 0.371589 -3.741011 11.575678
C 0.128947 -2.711271 12.470307
C -0.253032 -1.476069 11.982801
C -0.388231 -1.240977 10.628115
C -0.142199 -2.272284 9.737071
N -0.534130 -0.385547 12.930044
O -0.388307 -0.615615 14.110669
O -0.897477 0.677201 12.470066
H 0.419106 -4.331356 9.515764
H 0.665573 -4.714337 11.943204
H 0.235857 -2.879330 13.531517
H -0.683411 -0.268543 10.261840
H -0.248838 -2.094008 8.673506
C 16.879039 -2.865225 -3.234921
C 16.251105 -1.889966 -3.997633
C 14.876150 -1.915078 -4.160349
C 14.147283 -2.919330 -3.550389
C 14.757725 -3.902017 -2.793055
C 16.133312 -3.871969 -2.636898
N 12.685967 -2.936105 -3.701829
O 12.179015 -2.072209 -4.387878
O 12.067645 -3.810319 -3.129348
H 17.952859 -2.840259 -3.105620
H 16.833609 -1.107864 -4.463982
H 14.387545 -1.157056 -4.754031
H 14.177214 -4.683625 -2.326235
H 16.624455 -4.632330 -2.046006

Atoms 1-3, force components in eV/Å:
-0.448 0.380 -0.859
0.466 -0.752 0.803
-0.086 0.341 -0.910

The total charge is +1. The highest occupied orbital energy comes out at -11.19 eV.

Results of the Mulliken charge analysis, in e, for atoms 1 through 99:
1. C -1.131
2. C -0.457
3. C 0.751
4. C -0.694
5. C -1.466
6. C 1.281
7. C -1.025
8. C -0.768
9. C -1.197
10. C -1.132
11. C 0.060
12. O -0.456
13. C 1.582
14. Cl -0.056
15. N -0.598
16. C 0.616
17. O -0.578
18. C -1.044
19. Br 0.121
20. C -0.795
21. Br -0.055
22. C -0.107
23. C -1.842
24. N 1.602
25. C -0.303
26. C -0.336
27. N -0.608
28. C 0.566
29. C -2.314
30. C 0.025
31. O -0.637
32. C -1.274
33. N -0.361
34. B 0.237
35. O -0.711
36. N 0.144
37. C -1.262
38. C -1.123
39. H 0.293
40. H 0.153
41. H 0.382
42. H 0.437
43. H 0.213
44. H 0.204
45. H -0.681
46. H 0.361
47. H 0.442
48. H 0.286
49. H 0.447
50. H 0.443
51. H -0.976
52. H 0.510
53. H 0.277
54. H 0.566
55. H 0.396
56. H 0.651
57. H 0.454
58. H 0.121
59. H 0.554
60. H 0.437
61. H 1.222
62. H 0.225
63. H 0.426
64. H 0.394
65. H 0.344
66. H 0.441
67. H 1.448
68. H -0.009
69. H -0.054
70. H -0.013
71. H 0.358
72. H -0.023
73. H 0.380
74. H -0.764
75. H 1.303
76. H 0.504
77. H 0.457
78. H 0.471
79. H 0.137
80. H 0.312
81. H 0.162
82. H 0.338
83. H 0.229
84. H 0.511
85. H 0.382
86. H 0.280
87. H 0.487
88. H 0.309
89. C -0.425
90. C -0.562
91. C -0.256
92. C 0.200
93. C -0.459
94. C -0.432
95. N 1.073
96. O -0.593
97. O -0.620
98. H 0.386
99. H 0.389